# 1
Here is 2 unconnected molecules or ions with the total composition C8H8N2O4S at a distorted geometry from OMol25. Energies are from the ωB97M-V functional and the def2-TZVPD basis.

Cartesian coordinates (Å):
C (3.569264, 1.085048, 0.539912)
C (3.281311, 1.181100, -0.811320)
C (2.555430, 0.835981, 1.450607)
C (1.976765, 1.039801, -1.256314)
C (1.250938, 0.690531, 1.013505)
C (0.968055, 0.790320, -0.340708)
C (-0.294061, -2.054112, -0.288143)
C (-1.192811, -0.881646, -0.362348)
N (-5.097933, 0.544487, 0.274740)
N (-2.515838, -1.004655, -0.167964)
O (-5.420369, 1.313513, -0.515356)
O (-3.039431, -2.082202, 0.154642)
O (-5.440692, -0.148086, 1.125983)
O (-3.288285, 0.051398, -0.385595)
S (-0.729843, 0.706188, -0.908039)
H (4.583741, 1.210068, 0.885154)
H (4.068436, 1.372191, -1.524673)
H (2.778682, 0.766986, 2.504500)
H (1.745630, 1.127216, -2.306027)
H (0.454707, 0.514095, 1.721038)
H (-0.900608, -2.938615, -0.101168)
H (0.256070, -2.176453, -1.221256)
H (0.430832, -1.943154, 0.518836)

Cartesian forces, eV/Å:
C 0.1 0.0 -0.1
C 0.0 0.1 0.0
C 0.0 0.0 0.0
C 0.0 0.0 0.0
C 0.1 0.0 0.1
C -0.5 -0.1 -0.2
C -0.2 -0.2 0.0
C 0.3 1.3 -0.2
N 2.6 -0.1 0.7
N -1.7 0.4 0.4
O -1.5 1.2 -1.2
O 0.0 -0.1 -0.1
O -1.8 -1.0 1.4
O 2.3 -1.2 -1.2
S 0.3 -0.2 0.2
H 0.1 0.0 0.0
H 0.1 0.0 0.0
H 0.0 0.0 0.1
H -0.1 0.0 -0.1
H -0.1 0.0 0.1
H 0.1 0.0 0.0
H 0.0 0.0 0.0
H 0.0 0.0 0.0

Spin multiplicity ... 1
Orbital gap (spin up / spin down) ... 5.3 / 8.3 eV
Calculated total energy ... -1118.009019 Ha

=====

# 2
Here is a gas-phase ion, C2H9N2O (charge +1) at a distorted geometry from OMol25. Energies are from the ωB97M-V functional and the def2-TZVPD basis.

Cartesian coordinates (Å):
N (0.612105, 0.791730, 1.728289)
C (0.396519, -0.566669, 0.971830)
N (-0.703525, -0.536705, 0.154696)
C (-0.734310, -0.385787, -1.286956)
O (0.360158, 0.459695, -1.591459)
H (1.196777, 0.650840, 2.547592)
H (0.922249, 1.555117, 1.133845)
H (-0.318430, 1.002482, 2.118147)
H (1.306542, -0.780347, 0.415302)
H (0.251140, -1.295646, 1.765962)
H (-1.650748, -0.600713, 0.513630)
H (-1.671141, 0.098275, -1.559009)
H (-0.571513, -1.355287, -1.756788)
H (0.480530, 0.597405, -2.536354)

Cartesian forces, eV/Å:
N -1.0 -0.6 0.6
C 0.1 -0.7 -0.3
N -1.8 0.4 -0.5
C 1.4 0.4 0.1
O 0.2 0.3 0.2
H 0.6 0.2 -0.1
H 0.1 0.1 -0.1
H 0.4 0.4 -0.4
H 0.0 0.2 0.1
H 0.3 0.1 0.3
H 0.6 -0.2 0.5
H -0.2 -0.3 -0.1
H -0.3 0.0 -0.3
H -0.2 -0.2 0.0

Total charge ... +1
Spin multiplicity ... 1
Orbital gap ... 10.4 eV
SMILES ... [NH3+]CNCO
Calculated total energy ... -266.087961 Ha

=====

# 3
Here is a single C2H4N2S2 molecule at a distorted geometry from OMol25. Energies are from the ωB97M-V functional and the def2-TZVPD basis.

Cartesian coordinates (Å):
H (2.234475, -1.631952, 0.519040)
N (1.978317, -1.049076, -0.414631)
C (1.139591, -0.311995, 0.319521)
N (0.646787, 0.947544, -0.379611)
S (-0.944447, 1.529275, -0.090173)
C (-2.056585, 0.197701, -0.034430)
S (-1.946734, -1.332239, -0.244342)
H (0.984272, -0.358865, 1.444467)
H (1.041923, 1.380308, -1.410199)
H (-3.077600, 0.629299, 0.290357)

Cartesian forces, eV/Å:
H 0.3 0.4 -3.2
N -2.2 0.3 6.6
C 2.1 1.8 -4.3
N 0.2 0.0 -1.5
S 0.7 -0.3 0.4
C -1.8 3.4 0.8
S 0.6 -3.0 -0.5
H -0.3 0.2 -1.6
H -1.2 -2.7 3.9
H 1.5 -0.2 -0.5

Spin multiplicity ... 1
Orbital gap ... 8.6 eV
SMILES ... [H]/N=C/NSC=S
Calculated total energy ... -984.381841 Ha

=====

# 4
Here is a molecular structure, C34H44N4O3SSi3Sn from OMol25. Energies are from the ωB97M-V functional and the def2-TZVPD basis.

Cartesian coordinates (Å):
Sn (0.486035, 0.554954, 1.652966)
O (-2.560683, 0.890912, 4.710621)
C (-1.816750, 0.625060, 3.767685)
N (-0.625576, 1.134251, 3.455608)
C (-0.008134, 2.175552, 4.154893)
C (-0.662775, 3.220251, 4.792322)
C (0.085694, 4.211663, 5.415536)
C (1.472339, 4.163587, 5.403876)
C (2.135352, 3.124095, 4.760800)
C (1.398986, 2.130762, 4.130098)
N (1.904991, 1.028551, 3.426738)
C (2.887743, 0.278800, 3.895032)
O (3.714371, 0.506952, 4.785273)
C (2.913694, -1.087099, 3.217953)
C (3.911994, -1.993978, 3.540328)
C (3.913295, -3.233446, 2.924515)
C (2.924575, -3.529256, 1.999692)
C (1.952493, -2.576216, 1.743400)
N (1.940328, -1.391316, 2.353378)
C (-2.231401, -0.481177, 2.801329)
C (-3.501187, -1.031448, 2.857888)
C (-3.837509, -2.011133, 1.941078)
C (-2.906760, -2.419189, 0.994333)
C (-1.656082, -1.830072, 1.000767)
N (-1.337314, -0.898136, 1.901196)
H (-1.742016, 3.242287, 4.785724)
H (-0.423145, 5.031870, 5.908683)
H (2.046429, 4.941151, 5.895240)
H (3.214362, 3.063273, 4.755031)
H (4.660250, -1.684806, 4.256225)
H (4.683245, -3.960218, 3.155728)
H (2.897577, -4.475653, 1.476664)
H (1.170760, -2.749019, 1.013644)
H (-4.186896, -0.651594, 3.601067)
H (-4.830387, -2.444753, 1.947586)
H (-3.144272, -3.160018, 0.243059)
H (-0.899032, -2.078518, 0.261577)
C (0.753320, -4.858654, -0.757297)
O (0.659969, -3.471213, -0.893010)
Si (1.405595, -2.603483, -2.181756)
C (1.243583, -3.802155, -3.658991)
C (3.252034, -2.699741, -1.768207)
C (0.676693, -1.002878, -2.366069)
Si (-1.002233, -1.032151, -3.076991)
C (-1.091781, -0.940228, -4.982033)
C (-1.960585, -2.648215, -2.692827)
C (-2.125760, 0.379548, -2.494114)
Si (1.651685, 0.508251, -2.622769)
C (3.293708, 0.616428, -1.677593)
C (0.736841, 2.103675, -2.201000)
C (2.199410, 0.801494, -4.432657)
H (0.065407, -5.380844, -1.433800)
H (0.489316, -5.136216, 0.270166)
H (1.765339, -5.236967, -0.955873)
H (1.473878, -4.842431, -3.405497)
H (1.958285, -3.486902, -4.425791)
H (0.249023, -3.775016, -4.109688)
H (3.531706, -3.736946, -1.550927)
H (3.531725, -2.084555, -0.913142)
H (3.847603, -2.375391, -2.625495)
H (-0.444423, -1.689542, -5.446507)
H (-0.780511, 0.041881, -5.349019)
H (-2.119040, -1.114097, -5.321260)
H (-2.103880, -3.245437, -3.598760)
H (-2.952216, -2.393111, -2.307289)
H (-1.462693, -3.274494, -1.952058)
H (-2.082037, 1.236775, -3.170853)
H (-1.864897, 0.733468, -1.493396)
H (-3.170462, 0.053758, -2.461552)
H (3.164561, 0.445550, -0.605827)
H (3.688100, 1.629015, -1.808524)
H (4.042932, -0.085918, -2.045191)
H (0.266440, 2.083294, -1.214765)
H (-0.051548, 2.300034, -2.931213)
H (1.428807, 2.951933, -2.232678)
H (2.664008, -0.094272, -4.855364)
H (2.924563, 1.621411, -4.486072)
H (1.351929, 1.066289, -5.070854)
S (-2.227077, 2.396594, 1.029647)
C (-2.978015, 3.653557, 0.085829)
C (-3.996356, 4.455718, 0.635674)
C (-4.611132, 5.458428, -0.095692)
C (-4.237635, 5.712456, -1.412018)
C (-3.230782, 4.934046, -1.972635)
C (-2.615575, 3.928453, -1.243955)
H (-4.290839, 4.267571, 1.661174)
H (-5.392338, 6.052319, 0.369332)
H (-4.717211, 6.498397, -1.984458)
H (-2.917116, 5.110208, -2.996914)
H (-1.834894, 3.333404, -1.696952)

Cartesian forces, eV/Å:
Sn 0.3 0.4 0.0
O 0.0 0.0 0.0
C 0.0 0.0 -0.1
N -0.3 -0.2 -0.2
C -0.1 0.0 0.0
C 0.0 0.0 0.0
C 0.0 0.0 0.0
C 0.0 0.0 0.0
C 0.0 0.0 0.0
C 0.1 0.0 0.1
N 0.0 0.0 0.0
C 0.0 -0.1 -0.2
O 0.0 0.0 0.1
C 0.0 0.0 0.0
C 0.1 0.0 -0.1
C 0.0 0.0 0.0
C -0.1 0.0 0.0
C -0.1 0.1 0.1
N 0.0 0.1 0.1
C 0.1 0.0 0.0
C 0.0 0.0 0.0
C 0.0 0.0 0.0
C 0.0 0.0 0.0
C -0.1 0.1 0.0
N 0.0 0.0 0.1
H 0.0 0.0 0.0
H 0.0 0.0 0.0
H 0.0 0.0 0.0
H 0.0 0.0 0.0
H 0.0 0.0 0.0
H 0.0 0.0 0.0
H 0.0 0.0 0.0
H 0.1 -0.1 0.0
H 0.0 0.0 0.0
H 0.0 0.0 0.0
H 0.0 0.0 0.0
H 0.0 0.0 0.0
C 0.0 0.0 0.0
O 0.0 0.0 -0.1
Si 0.0 -0.1 0.0
C 0.0 0.0 0.0
C 0.0 -0.1 0.0
C 0.0 0.0 -0.2
Si -0.1 0.2 0.2
C 0.0 0.0 0.0
C 0.0 0.0 0.0
C 0.0 -0.1 0.0
Si -0.1 -0.1 0.0
C 0.0 0.0 0.0
C 0.0 0.0 0.0
C 0.0 0.0 0.0
H 0.0 0.0 0.0
H 0.0 0.0 0.0
H 0.0 0.0 0.0
H 0.0 0.0 0.0
H 0.0 0.0 0.0
H 0.0 0.0 0.0
H 0.0 0.0 0.0
H 0.0 0.0 0.0
H 0.0 0.0 0.0
H 0.0 0.0 0.0
H 0.0 0.0 0.0
H 0.0 0.0 0.0
H 0.0 0.0 0.0
H 0.0 0.0 0.0
H 0.0 0.0 0.0
H 0.0 0.0 0.0
H 0.0 0.0 0.0
H 0.0 0.0 0.0
H 0.0 0.0 0.0
H 0.0 0.0 0.0
H 0.0 0.0 0.0
H 0.0 0.0 0.0
H 0.0 0.0 0.0
H 0.0 0.0 0.0
H 0.0 0.0 0.0
H 0.0 0.0 0.0
H 0.0 0.0 0.0
S 0.0 0.0 0.1
C 0.0 0.0 0.0
C 0.0 0.0 0.0
C 0.0 0.0 0.0
C 0.0 0.0 0.0
C 0.0 0.0 0.0
C 0.0 0.0 0.0
H 0.0 0.0 0.0
H 0.0 0.0 0.0
H 0.0 0.0 0.0
H 0.0 0.0 0.0
H 0.0 0.0 0.0

Total charge ... -2
Spin multiplicity ... 1
Orbital gap ... 5.6 eV
Calculated total energy ... -3247.980030 Ha

=====

# 5
Here is a molecular structure, C37H31BF4N6O5S2Sm at a distorted geometry from OMol25. Energies are from the ωB97M-V functional and the def2-TZVPD basis.

Cartesian coordinates (Å):
Sm (-18.388895, 0.455771, -8.336228)
N (-16.024545, 1.635925, -7.557586)
N (-15.767991, 1.052076, -6.331625)
C (-15.943810, -0.422411, -6.344163)
O (-15.361897, -1.043565, -5.467361)
O (-16.744686, -0.811756, -7.320597)
H (-15.298104, 1.431498, -8.278256)
H (-16.188642, 2.654911, -7.493178)
H (-14.834012, 1.279758, -5.979401)
O (-23.136304, -4.233566, -12.782367)
C (-22.171323, -4.880383, -12.026777)
O (-22.236497, -6.085836, -11.986932)
C (-21.301965, -4.026118, -11.196760)
C (-21.140151, -2.643852, -11.315042)
C (-20.675165, -1.953998, -10.181152)
C (-20.275828, -2.596459, -8.971326)
C (-20.305164, -4.020512, -8.965098)
C (-20.810852, -4.734573, -10.054177)
N (-19.738967, -1.751896, -7.999726)
C (-19.520978, -2.116321, -6.717832)
C (-19.166105, -1.276803, -5.656241)
C (-18.891107, -1.806607, -4.319226)
C (-18.886705, -0.959920, -3.261436)
C (-18.904826, 0.403333, -3.441510)
C (-18.960086, 0.897937, -4.724129)
N (-19.049876, 0.102338, -5.806637)
H (-22.982742, -3.266366, -12.834991)
H (-21.283826, -2.051899, -12.235932)
H (-20.608802, -0.886301, -10.214967)
H (-20.063869, -4.601610, -8.017791)
H (-20.840714, -5.866147, -9.980151)
H (-19.560238, -3.139639, -6.430940)
H (-18.726171, -2.886940, -4.274722)
H (-18.865026, -1.354999, -2.221712)
H (-18.684026, 1.143832, -2.640623)
H (-18.987011, 1.976668, -4.990505)
S (-18.670774, 6.358825, -12.991469)
C (-18.660824, 7.761084, -12.043631)
C (-18.825798, 7.511278, -10.727074)
C (-18.822119, 6.158800, -10.390656)
C (-18.773896, 5.345790, -11.521490)
C (-18.660379, 3.923379, -11.518303)
C (-18.299901, 3.263736, -10.270774)
N (-17.918103, 1.973673, -10.226847)
C (-17.742099, 1.287688, -11.407361)
C (-17.794422, 1.953211, -12.681557)
C (-17.479211, 1.168906, -13.853590)
C (-16.988092, -0.090594, -13.790052)
C (-16.875603, -0.763924, -12.537231)
C (-16.303066, -2.081112, -12.429312)
C (-16.305116, -2.662112, -11.163023)
C (-16.860923, -1.943467, -10.077365)
N (-17.304971, -0.693833, -10.175940)
C (-17.315646, -0.084453, -11.389681)
C (-15.675211, -3.934316, -10.942870)
C (-15.375501, -4.931349, -11.874804)
C (-14.721189, -6.024742, -11.306871)
C (-14.709389, -5.957489, -9.905585)
S (-15.211281, -4.437698, -9.321686)
C (-18.373256, 3.241082, -12.712401)
H (-18.559902, 8.738139, -12.552154)
H (-18.817976, 8.283529, -9.949470)
H (-18.817584, 5.747702, -9.432527)
H (-18.403894, 3.794764, -9.339788)
H (-17.565708, 1.587141, -14.858863)
H (-16.715685, -0.682731, -14.646085)
H (-15.866468, -2.543183, -13.300799)
H (-16.590701, -2.328135, -9.070196)
H (-15.536201, -4.844253, -12.940425)
H (-14.348861, -6.888184, -11.891137)
H (-14.364381, -6.777942, -9.235555)
H (-18.406534, 3.788583, -13.674483)
F (-19.092539, 2.477957, -7.257735)
B (-18.697162, 3.855136, -6.716523)
F (-17.387247, 4.089095, -7.197725)
F (-18.689661, 3.848383, -5.316377)
F (-19.628924, 4.733694, -7.335201)
C (-22.923651, 0.584478, -9.480828)
C (-21.780600, 1.171378, -8.659738)
C (-22.265548, 1.842501, -7.426783)
O (-20.601139, 1.021950, -9.020132)
H (-23.005794, -0.485412, -9.133125)
H (-22.655183, 0.466115, -10.527987)
H (-23.871472, 1.145741, -9.405615)
H (-23.164516, 1.285633, -7.039658)
H (-22.624033, 2.871728, -7.713102)
H (-21.541079, 1.885970, -6.616584)

Cartesian forces, eV/Å:
Sm 1.1 0.6 1.9
N -0.5 0.8 -2.2
N 0.6 -1.6 0.7
C 0.1 1.2 0.0
O -1.0 0.1 -1.2
O 0.6 0.0 1.3
H -0.6 0.3 0.8
H 0.2 -0.8 0.2
H -0.5 -0.2 0.1
O 1.0 0.5 0.2
C -1.8 -0.9 -1.5
O 0.6 1.2 0.1
C 0.6 -1.0 1.1
C 0.4 0.2 1.1
C 0.4 -0.9 0.2
C 0.0 -1.1 -2.0
C -0.2 -0.2 1.3
C 0.1 0.3 0.3
N 0.3 0.2 4.0
C -0.4 -0.3 -4.7
C 2.1 3.2 4.2
C -1.2 -0.8 -3.9
C 0.3 0.0 2.4
C 0.7 1.1 0.6
C -0.1 0.4 -2.2
N -1.3 -1.7 -0.1
H -0.1 -0.8 0.2
H -0.4 -0.6 0.5
H 0.2 0.4 -0.1
H 0.0 0.9 -1.4
H -0.3 1.7 -0.4
H -0.4 -1.0 0.1
H -0.4 0.4 0.5
H 0.3 0.2 -0.9
H -0.7 -0.9 -0.4
H 0.4 -1.0 0.7
S 0.0 -1.2 1.1
C -0.3 1.2 -0.9
C 0.6 1.3 1.4
C -0.2 -0.9 -2.8
C -0.6 2.2 0.2
C 2.3 -1.5 0.0
C -0.7 -1.2 -1.8
N -0.7 0.7 -0.9
C 0.6 1.3 -1.2
C -1.4 -1.0 0.9
C 0.5 0.2 -0.7
C -0.2 0.0 0.6
C 0.4 -0.7 0.0
C -1.2 1.7 1.2
C 0.0 0.6 -1.0
C 1.4 0.6 0.2
N 0.2 -1.0 -0.2
C 0.0 -0.6 0.6
C 0.4 -1.6 0.2
C 0.3 1.5 0.6
C -0.2 -1.2 1.4
C 1.0 -1.0 -1.0
S -0.5 -0.4 -1.1
C 0.6 0.2 0.3
H -0.2 -0.8 0.5
H -0.1 -0.2 -0.5
H -0.2 -0.2 1.5
H 0.1 -0.1 0.2
H -0.1 0.3 0.4
H 0.0 0.3 -0.5
H 0.0 -0.1 0.0
H -1.1 0.4 -0.5
H -0.1 0.1 0.0
H -0.4 0.6 0.6
H -0.2 1.1 -0.5
H -0.2 -0.5 0.6
F 0.5 0.8 0.5
B 0.0 0.6 -0.4
F -0.8 0.0 0.1
F -0.4 0.0 -1.4
F 0.9 -0.9 0.8
C 0.5 -0.7 -0.2
C -0.3 -0.5 -0.9
C -0.7 0.2 0.7
O -1.7 0.3 0.5
H -0.3 1.0 0.0
H 0.1 0.3 -0.1
H 0.5 -0.5 0.3
H 0.8 0.6 -0.5
H 0.4 -0.9 0.3
H 0.2 0.3 -0.2

Total charge ... +1
Spin multiplicity ... 6
Orbital gap (spin up / spin down) ... 5.9 / 5.9 eV
Calculated total energy ... -4012.135147 Ha
<S²> ... 8.76

=====

# 6
Here is 2 unconnected molecules or ions with the total composition C3H5NS2 at a distorted geometry from OMol25. Energies are from the ωB97M-V functional and the def2-TZVPD basis.

Cartesian coordinates (Å):
N (-2.949151, 0.106178, 1.532205)
C (-2.802993, -0.345517, 0.442786)
S (-2.246843, -1.089291, -0.820461)
H (-3.542006, 0.647478, 2.108525)
C (2.182948, 0.154474, -1.205288)
C (1.456230, -0.474069, -0.343657)
S (0.476094, 0.292134, 0.856892)
H (2.891910, -0.607316, -1.771559)
H (2.099542, 1.244170, -1.343623)
H (1.514006, -1.586817, -0.058278)
H (0.920264, 1.658575, 0.602458)

Cartesian forces, eV/Å:
N 0.0 0.0 -0.2
C 0.7 -0.3 0.5
S -0.5 0.0 -0.5
H -0.4 0.3 0.1
C 2.5 -1.5 -2.7
C -0.8 -2.2 2.7
S 0.1 2.6 0.3
H -1.3 2.4 0.7
H 0.4 -0.8 -0.2
H 0.0 1.7 -1.1
H -0.7 -2.1 0.4

Spin multiplicity ... 1
Orbital gap ... 9.2 eV
SMILES ... N=C=S.C=CS
Calculated total energy ... -968.366545 Ha

=====

Look up the calculated total energy of the first one. -1118.009019 Ha